{"formula": "C26H39ClIN6O5Si2V", "method": "ωB97M-V with the def2-TZVPD basis set", "total_charge": 1, "multiplicity": 2, "orbital_gap_ev": [7.51, 6.96], "lumo_energy_ev": [-2.813, -2.815], "de_lowest_ev": 1.0564, "total_energy_ev": -108835.32587, "elements": ["V", "C", "Si", "C", "C", "C", "C", "C", "C", "C", "Si", "C", "C", "H", "H", "H", "H", "H", "H", "H", "H", "H", "H", "H", "H", "H", "H", "H", "H", "N", "N", "C", "O", "O", "H", "H", "H", "Cl", "C", "C", "C", "I", "C", "O", "C", "N", "C", "C", "C", "C", "H", "H", "H", "H", "N", "C", "C", "N", "C", "C", "H", "H", "H", "H", "H", "H", "H", "H", "H", "H", "H", "N", "C", "C", "O", "O", "H", "H", "H", "H", "H"], "coordinates": [[-0.312856, 0.107455, 0.180022], [-1.522756, -1.694761, 3.100868], [-0.019259, -0.788706, 2.468152], [1.432959, -1.920601, 2.720461], [0.186730, 0.695634, 3.600900], [0.322822, 0.503114, 4.984405], [0.427485, 1.576834, 5.853173], [0.401768, 2.875912, 5.352969], [0.283657, 3.084318, 3.988885], [0.174456, 2.007127, 3.096811], [0.052240, 2.315547, 1.257098], [-1.368905, 3.512951, 0.999027], [1.603354, 3.265911, 0.780800], [-1.454991, -1.788300, 4.189544], [-1.600641, -2.699807, 2.677477], [-2.447865, -1.157390, 2.869953], [1.573812, -2.078149, 3.795011], [2.352292, -1.496165, 2.309567], [1.266543, -2.893967, 2.250315], [0.345619, -0.504251, 5.392739], [0.526329, 1.406988, 6.918646], [0.474410, 3.719461, 6.028430], [0.277434, 4.104921, 3.611932], [-1.109019, 4.493411, 1.411831], [-2.265036, 3.156118, 1.514020], [-1.643219, 3.650978, -0.055783], [1.407641, 4.343435, 0.760001], [2.010612, 2.959330, -0.186891], [2.376184, 3.073296, 1.527852], [3.713630, 0.678722, 0.382317], [3.396349, 0.612473, -0.985507], [2.216352, 0.111918, -1.405664], [1.976246, -0.132950, -2.570238], [1.287699, -0.022610, -0.432989], [4.380016, 1.426016, 0.522085], [4.126745, -0.208735, 0.654543], [4.144809, 0.508311, -1.656764], [-6.436491, -3.672938, -1.101551], [-5.148514, -2.566378, -0.763938], [-5.402095, -1.232390, -0.758402], [-4.355255, -0.308124, -0.499709], [-4.741660, 1.726903, -0.595887], [-3.102048, -0.745318, -0.230276], [-2.060836, 0.050093, 0.060512], [-2.817097, -2.139100, -0.277041], [-1.509612, -2.490706, -0.089216], [-1.220740, -3.766765, -0.095128], [-2.181076, -4.783169, -0.294210], [-3.478090, -4.434848, -0.515456], [-3.836280, -3.066697, -0.522600], [-6.404004, -0.873123, -0.944888], [-0.182956, -4.033165, 0.080414], [-1.876892, -5.821201, -0.280781], [-4.239824, -5.185802, -0.679030], [-0.403203, 2.986177, -4.894519], [-1.487967, 2.737149, -3.865936], [-0.883859, 1.895498, -2.758992], [0.292985, 2.505762, -2.167299], [1.314810, 2.823151, -3.151361], [0.788712, 3.694016, -4.279628], [-0.767432, 3.511204, -5.687498], [-0.084459, 2.079977, -5.244431], [-2.325043, 2.246432, -4.359749], [-1.806204, 3.710414, -3.496205], [-0.590045, 0.919460, -3.165064], [-1.640289, 1.735212, -1.988589], [0.061898, 3.299245, -1.580574], [1.695802, 1.879804, -3.554433], [2.148845, 3.330419, -2.667712], [1.528935, 3.854561, -5.062019], [0.433424, 4.656877, -3.916448], [2.563990, -5.059331, -1.384626], [3.745801, -4.456573, -0.768086], [3.473471, -3.012977, -0.388685], [4.341503, -2.229995, -0.111973], [2.176191, -2.686283, -0.365573], [2.539588, -4.870770, -2.379294], [1.714956, -3.495640, -0.673390], [2.554794, -6.063112, -1.270849], [4.645714, -4.477131, -1.380852], [3.966906, -4.974596, 0.164943]], "forces_ev_per_a": [[0.084, -0.230, 0.993], [-0.408, -0.208, -0.061], [-0.125, 0.489, 0.203], [0.379, -0.235, -0.150], [0.080, 0.288, 0.220], [-0.001, 0.044, -0.092], [-0.005, 0.023, -0.042], [0.002, -0.042, -0.010], [0.001, -0.074, -0.030], [-0.015, -0.049, 0.392], [-0.018, -0.197, 0.236], [-0.397, 0.107, -0.152], [0.347, 0.016, -0.238], [-0.011, -0.003, -0.059], [-0.017, 0.042, 0.050], [0.048, -0.030, 0.055], [-0.008, -0.007, -0.058], [-0.040, -0.037, 0.041], [0.036, 0.040, 0.042], [-0.015, 0.047, -0.014], [-0.002, 0.009, -0.024], [0.013, -0.012, -0.002], [-0.006, -0.062, 0.027], [-0.032, -0.042, -0.033], [0.027, 0.025, -0.069], [0.017, 0.041, 0.086], [0.023, -0.045, 0.013], [-0.004, 0.052, 0.062], [-0.018, 0.032, -0.053], [-0.037, -0.179, -0.063], [0.345, 0.113, 0.164], [-0.912, 0.122, 0.751], [-0.013, -0.140, -0.331], [1.976, -0.060, -1.441], [-0.084, 0.058, -0.006], [0.085, -0.020, 0.004], [-0.012, -0.103, 0.014], [-0.007, -0.032, 0.034], [0.086, -0.142, 0.003], [0.131, 0.221, 0.035], [-0.612, 0.024, -0.124], [-0.003, 0.083, 0.040], [1.067, 0.119, 0.196], [-1.988, 0.213, -0.501], [0.493, -0.132, 0.064], [-0.236, 0.055, -0.084], [-0.067, -0.015, 0.008], [0.203, -0.009, 0.008], [-0.221, 0.048, -0.025], [-0.132, -0.171, -0.032], [0.013, 0.015, -0.032], [-0.045, -0.010, -0.011], [0.008, 0.036, 0.024], [0.023, 0.022, -0.010], [0.023, 0.114, 0.243], [0.005, 0.010, -0.136], [0.195, 0.078, 0.184], [-0.021, -0.023, -0.173], [-0.175, -0.042, 0.193], [-0.024, -0.021, -0.089], [-0.008, 0.019, -0.016], [-0.009, -0.013, -0.068], [0.029, -0.007, -0.071], [0.005, 0.057, -0.055], [-0.020, -0.049, 0.085], [-0.039, -0.049, -0.020], [0.003, -0.028, 0.049], [0.046, -0.021, 0.019], [0.003, 0.006, 0.004], [-0.045, -0.032, -0.058], [-0.081, 0.020, -0.039], [0.033, 0.055, -0.028], [-0.081, -0.074, -0.063], [-0.278, 0.074, 0.024], [0.077, 0.121, 0.060], [0.338, -0.212, -0.067], [0.016, -0.027, -0.028], [-0.069, 0.009, -0.040], [-0.031, -0.012, 0.063], [0.064, -0.006, -0.009], [0.051, -0.042, 0.018]], "lowdin_spin": [1.10, -0.01, -0.03, -0.01, 0.00, 0.00, 0.00, 0.00, 0.00, 0.00, -0.02, 0.00, -0.01, 0.00, 0.00, 0.00, 0.00, 0.00, 0.00, 0.00, 0.00, 0.00, 0.00, 0.00, 0.00, 0.00, 0.00, 0.00, 0.00, 0.00, 0.00, 0.00, 0.00, -0.02, 0.00, 0.00, 0.00, 0.00, 0.00, 0.00, 0.00, 0.00, 0.00, -0.01, 0.00, 0.01, 0.00, 0.00, 0.00, 0.00, 0.00, 0.00, 0.00, 0.00, 0.00, 0.00, 0.00, 0.00, 0.00, 0.00, 0.00, 0.00, 0.00, 0.00, 0.00, 0.00, 0.00, 0.00, 0.00, 0.00, 0.00, 0.00, 0.00, 0.00, 0.00, 0.00, 0.00, 0.00, 0.00, 0.00, 0.00]}


{"formula": "C26H39N13", "method": "ωB97M-V with the def2-TZVPD basis set", "multiplicity": 1, "orbital_gap_ev": 10.94, "lumo_energy_ev": -0.226, "de_lowest_ev": 0.8611, "total_energy_ev": -46961.39175, "elements": ["C", "C", "N", "H", "H", "H", "C", "C", "N", "H", "H", "H", "C", "C", "N", "H", "H", "H", "C", "C", "N", "H", "H", "H", "C", "C", "N", "H", "H", "H", "C", "C", "N", "H", "H", "H", "C", "C", "N", "H", "H", "H", "C", "C", "N", "H", "H", "H", "C", "C", "N", "H", "H", "H", "C", "C", "N", "H", "H", "H", "C", "C", "N", "H", "H", "H", "C", "C", "N", "H", "H", "H", "C", "C", "N", "H", "H", "H"], "coordinates": [[2.032603, 3.425280, -0.636760], [3.448090, 3.269701, -0.364469], [4.594541, 3.126888, -0.151497], [1.498791, 3.394824, 0.313093], [1.686007, 2.600363, -1.259251], [1.816988, 4.346782, -1.177529], [3.889471, -0.184196, 0.433329], [4.818462, 0.327904, 1.502714], [5.504739, 0.733276, 2.294642], [3.113929, -0.671358, 1.024340], [4.368540, -1.000447, -0.107346], [3.435593, 0.575186, -0.203407], [0.493278, -4.138524, 2.069805], [0.192160, -4.770102, 3.391428], [-0.075551, -5.401558, 4.268921], [-0.281292, -4.270579, 1.314359], [1.411580, -4.572580, 1.674304], [0.753954, -3.103696, 2.291789], [3.341838, 3.130930, 3.240888], [2.216369, 2.303777, 2.813417], [1.305906, 1.654379, 2.507664], [3.937386, 3.499846, 2.405834], [3.978382, 2.664940, 3.993053], [2.926586, 4.004153, 3.744026], [-1.118657, -0.636609, 3.223547], [-2.309794, -1.483689, 2.994364], [-3.191776, -2.147086, 2.818828], [-0.235810, -0.913554, 2.647376], [-0.925144, -0.528950, 4.290814], [-1.373610, 0.338689, 2.808952], [-2.667387, -5.063298, 0.013785], [-4.024975, -5.418192, -0.284628], [-5.114869, -5.669290, -0.478185], [-2.560505, -4.096786, -0.478693], [-2.002948, -5.843531, -0.357500], [-2.613516, -5.094218, 1.102007], [-0.164839, 0.567629, -0.350184], [-0.540337, -0.858188, -0.215519], [-0.861128, -1.963961, -0.201999], [-0.521616, 0.989316, -1.289855], [0.919714, 0.601173, -0.246613], [-0.622908, 1.163043, 0.439599], [4.739195, 0.871907, -3.961882], [3.431830, 0.944601, -3.328968], [2.361818, 1.043240, -2.821536], [5.458630, 0.824420, -3.144416], [4.958047, 1.807287, -4.476912], [4.977587, 0.022949, -4.602620], [2.133062, -3.558251, -2.188712], [1.389108, -4.765238, -1.752525], [0.839510, -5.760749, -1.472884], [3.048768, -3.514785, -1.599065], [1.409074, -2.771804, -1.975535], [2.390983, -3.596399, -3.247071], [-5.567856, 0.148004, 1.832415], [-4.355258, 0.509796, 1.101211], [-3.413153, 0.770685, 0.503133], [-6.354744, 0.895525, 1.731838], [-5.325073, 0.050135, 2.890514], [-5.905326, -0.776890, 1.364670], [-1.642628, 3.750448, 2.087995], [-2.108976, 5.099795, 2.051535], [-2.451195, 6.193420, 2.040982], [-1.731472, 3.296512, 1.101007], [-2.314386, 3.130988, 2.682217], [-0.653664, 3.712347, 2.544714], [-4.250172, 3.189389, -2.071829], [-2.820012, 2.997888, -2.360203], [-1.711115, 2.887952, -2.535712], [-4.899475, 2.649557, -2.761091], [-4.491414, 4.242773, -2.214322], [-4.442739, 3.010556, -1.013984], [-0.279261, -0.552343, -3.951155], [-1.049420, -0.034505, -5.096619], [-1.615396, 0.425079, -6.011255], [-0.287282, 0.213968, -3.176046], [0.726684, -0.721954, -4.335086], [-0.672520, -1.523991, -3.652245]], "forces_ev_per_a": [[-0.379, -0.078, 0.002], [3.117, -0.264, 0.309], [-2.945, 0.353, -0.545], [-0.133, 0.125, -0.073], [0.057, 0.012, 0.029], [0.116, 0.046, 0.166], [0.428, -0.434, 1.719], [-2.576, -1.054, -3.735], [1.893, 1.061, 2.403], [-0.398, 0.021, -0.202], [0.136, 0.345, -0.252], [0.457, 0.002, 0.116], [0.705, -0.068, 1.179], [0.921, 2.253, -5.316], [-1.051, -2.378, 4.069], [-0.115, 0.267, 0.409], [-0.041, -0.248, 0.071], [-0.416, 0.179, -0.446], [-0.154, 0.689, 0.394], [-0.501, -0.820, -0.134], [0.982, 0.729, 0.217], [-0.013, -0.349, -0.043], [-0.059, -0.423, -0.355], [-0.140, 0.132, -0.058], [-0.847, 0.429, -0.399], [4.286, 2.348, 0.694], [-3.444, -2.349, -0.652], [-0.157, -0.510, 0.273], [0.145, -0.119, -0.164], [-0.015, 0.225, 0.215], [-0.217, -0.417, -0.002], [0.453, -0.245, 0.145], [-1.630, -0.358, -0.387], [0.863, 0.061, 0.524], [0.172, 0.305, -0.262], [0.361, 0.674, 0.010], [-0.092, -0.610, 0.458], [-0.405, 0.506, -0.459], [0.328, 0.244, 0.109], [0.182, -0.183, -0.020], [-0.067, 0.309, -0.190], [0.072, -0.227, 0.102], [0.863, 0.395, 0.585], [-4.168, 0.096, 1.347], [4.143, -0.508, -1.816], [0.144, 0.025, 0.095], [-0.184, -0.075, -0.148], [-0.699, 0.005, -0.022], [-0.829, -0.855, 0.576], [-0.633, -2.414, -0.082], [1.168, 2.470, -0.452], [-0.133, 0.380, 0.026], [0.540, 0.568, -0.070], [-0.202, -0.093, 0.081], [0.190, 0.033, -0.263], [-0.369, 0.221, 0.163], [0.329, 0.209, -0.075], [0.186, 0.093, -0.162], [-0.095, -0.372, -0.129], [-0.142, -0.162, 0.500], [-0.267, -1.115, 0.148], [-0.251, 0.836, 0.054], [-0.104, 0.174, -0.054], [0.578, 0.098, -0.137], [-0.017, 0.147, 0.308], [0.046, -0.219, -0.376], [0.248, 0.738, -0.107], [-3.070, 0.257, 0.586], [2.633, -0.377, -0.382], [0.197, -0.330, 0.305], [0.154, 0.116, -0.131], [-0.054, -0.501, -0.194], [-0.219, 0.064, -1.032], [-1.177, 0.995, -1.754], [1.219, -1.102, 2.053], [0.121, -0.357, 0.023], [0.139, 0.159, 0.317], [-0.165, 0.223, 0.298]], "mulliken_charge": [0.40, 0.19, -0.53, -0.13, -0.31, 0.43, 0.04, 0.15, -0.44, 0.05, 0.39, -0.24, -0.01, 0.15, -0.38, -0.10, 0.37, -0.04, -1.09, 0.41, -0.27, 0.26, 0.34, 0.38, 0.10, 0.18, -0.45, -0.08, 0.48, -0.25, -0.24, 0.05, -0.41, 0.06, 0.30, 0.22, 1.91, -0.26, -0.21, -0.64, -0.54, -0.25, -0.99, 0.53, -0.46, 0.29, 0.30, 0.33, -0.23, 0.25, -0.45, 0.22, -0.14, 0.36, -0.94, 0.34, -0.32, 0.37, 0.28, 0.29, 0.03, 0.06, -0.39, -0.10, 0.28, 0.10, -0.82, 0.40, -0.39, 0.30, 0.32, 0.17, 0.19, 0.01, -0.42, -0.27, 0.22, 0.31]}